DFT (the ωB97M-V functional and the def2-TZVPD basis) results for a cluster of 5 separate species, C33H58BrN2O7 in total at a distorted geometry.

The geometry in XYZ format:
```
101
Properties=species:S:1:pos:R:3:forces:R:3
N -1.0325 -6.1611 1.7230 0.31 1.40 -0.11
C -0.3684 -4.8164 1.5954 -2.39 1.62 -0.44
O -1.1106 -3.8040 1.5873 3.38 -2.76 -0.02
C 1.2170 -4.8253 1.4355 -0.09 -0.55 0.93
C 1.9525 -3.4919 1.9363 0.80 0.15 -0.63
C 1.4920 -2.1531 1.2045 -0.87 1.74 -0.54
C 1.8266 -1.9250 -0.2843 -1.75 1.49 2.74
Br 2.8339 -3.2213 -1.3890 -1.22 1.74 1.28
N 1.3604 -0.7198 -0.9177 -0.68 -0.15 2.67
C 0.6126 0.3189 -0.2486 0.06 -1.89 2.90
C 0.2200 0.2038 1.2648 1.84 -2.34 -0.58
C -0.6354 1.3088 2.0475 -0.80 -0.03 -1.61
C -2.1556 1.2851 1.4439 -0.22 -0.93 0.67
C -2.9461 -0.0518 1.8193 -1.83 -3.57 0.09
C -3.5003 -0.9573 0.6580 -0.75 -1.28 2.82
C -4.2817 -2.2779 0.9251 1.17 1.53 3.35
C -4.5056 -2.7807 2.3993 2.22 4.12 -0.73
C -3.9549 -1.8875 3.5713 0.05 0.41 -3.97
C -3.2119 -0.5503 3.2624 -0.85 -1.80 -1.94
C 0.6922 -1.0669 2.0222 0.49 -0.11 -4.03
C 0.3923 -1.2943 3.5809 1.21 0.66 3.95
O 1.0762 -0.7385 4.4902 -2.32 -1.50 -4.41
O -0.6320 -2.1730 4.0127 1.27 2.15 -1.49
H -1.7255 -6.1940 0.9443 0.66 0.05 0.71
H -1.6267 -6.0522 2.5699 0.46 -0.18 -0.68
H 1.5287 -5.1251 0.3701 -0.74 0.57 1.53
H 1.6047 -5.6819 2.1114 -0.68 1.34 -1.13
H 1.9271 -3.4170 3.0901 -0.32 0.16 -1.99
H 3.0752 -3.6287 1.6828 -1.77 0.22 0.37
H 1.5888 -0.6051 -1.9259 -0.18 0.09 0.97
H 0.2840 1.2417 -0.8364 0.71 -1.68 0.70
H -0.7159 1.1229 3.1689 0.63 0.15 -1.60
H -0.2279 2.3612 1.8097 -0.39 -1.73 0.60
H -2.0846 1.3381 0.3021 -0.42 0.21 1.64
H -2.7440 2.1640 1.8979 1.04 -1.16 -0.95
H -3.3638 -0.6660 -0.4453 -0.14 -0.27 1.96
H -4.7063 -2.9322 0.0820 0.87 1.35 1.31
H -5.0577 -3.7463 2.6320 0.85 1.51 -0.42
H -4.1438 -2.2872 4.6269 0.43 0.97 -1.60
H -2.8257 0.0536 4.1668 -0.73 -0.94 -1.65
H -0.9822 -1.7731 4.8535 0.74 -0.60 -0.80
C -5.7027 -2.0802 9.0236 -0.04 -0.18 0.20
C -6.4037 -2.3293 7.7003 0.09 0.05 0.02
O -5.9554 -3.5037 7.0354 0.14 0.05 -0.21
C -6.1586 -4.7335 7.7202 -0.09 -0.08 -0.05
C -7.6220 -5.0458 7.9783 -0.12 0.18 0.13
H -4.6172 -2.1083 8.8989 -0.07 0.07 -0.04
H -5.9881 -1.1063 9.4300 0.03 -0.08 -0.06
H -5.9661 -2.8394 9.7646 -0.01 0.10 0.00
H -6.1873 -1.4947 7.0271 0.00 -0.21 -0.11
H -7.4908 -2.3527 7.8260 0.00 -0.02 0.08
H -5.5801 -4.7527 8.6494 -0.06 0.02 0.06
H -5.7403 -5.5144 7.0793 0.05 0.22 -0.07
H -8.0588 -4.3481 8.6970 0.00 -0.10 0.01
H -7.7308 -6.0542 8.3849 0.03 0.08 -0.04
H -8.2027 -4.9710 7.0555 0.09 -0.07 0.03
C 5.0675 1.6456 -1.1307 0.02 0.28 0.01
C 5.0498 1.1827 -2.5766 0.03 -0.05 0.06
O 3.8302 1.4764 -3.2486 -0.26 -0.32 0.10
C 3.4916 2.8538 -3.3674 0.02 0.18 -0.18
C 4.5038 3.6569 -4.1639 0.18 -0.06 0.08
H 4.1880 1.2783 -0.5943 0.05 -0.07 0.00
H 5.9674 1.2857 -0.6250 -0.10 0.01 -0.05
H 5.0608 2.7364 -1.0602 0.06 -0.08 0.04
H 5.1565 0.0941 -2.5965 -0.15 0.08 -0.16
H 5.9005 1.5880 -3.1328 -0.02 0.06 0.04
H 3.3283 3.2935 -2.3776 0.08 0.03 0.05
H 2.5285 2.8898 -3.8846 0.06 -0.23 0.05
H 5.4567 3.7348 -3.6351 -0.04 0.07 -0.06
H 4.1352 4.6708 -4.3373 0.00 -0.09 0.02
H 4.7033 3.1825 -5.1277 -0.03 0.06 0.07
C -4.7252 2.8600 -3.8229 0.17 0.21 -0.11
C -4.5854 2.7564 -2.3151 -0.17 -0.10 -0.12
O -3.2469 2.5336 -1.8851 0.25 -0.21 0.17
C -2.3032 3.5472 -2.2061 -0.15 0.07 0.05
C -2.6246 4.8920 -1.5787 -0.17 0.09 -0.05
H -4.2591 2.0030 -4.3155 -0.10 0.00 0.07
H -5.7798 2.9020 -4.1068 0.10 -0.02 0.05
H -4.2412 3.7613 -4.2085 -0.11 -0.02 -0.01
H -5.1656 1.8969 -1.9681 0.24 0.03 0.11
H -5.0053 3.6358 -1.8168 0.03 0.04 -0.05
H -2.1910 3.6338 -3.2915 -0.02 0.07 -0.01
H -1.3381 3.2016 -1.8217 -0.10 -0.16 0.02
H -3.5306 5.3263 -2.0075 0.10 0.02 0.00
H -1.8062 5.5965 -1.7458 -0.06 -0.06 0.01
H -2.7892 4.7883 -0.5030 0.08 -0.02 -0.06
C 9.2555 3.8861 -7.3289 -0.02 -0.05 -0.27
C 8.4824 2.9812 -6.3869 0.04 0.13 0.02
O 7.0736 3.0471 -6.5689 -0.14 0.02 0.16
C 6.5821 2.6474 -7.8417 -0.03 -0.09 0.02
C 6.8844 1.1977 -8.1774 0.24 -0.06 -0.01
H 8.8704 4.9080 -7.2882 0.05 -0.07 0.09
H 10.3163 3.8958 -7.0650 -0.11 0.00 0.00
H 9.1741 3.5475 -8.3652 0.08 0.01 0.06
H 8.6738 3.3013 -5.3587 -0.23 -0.04 -0.05
H 8.8291 1.9452 -6.4591 0.03 -0.01 -0.08
H 6.9528 3.3197 -8.6219 0.05 -0.05 -0.03
H 5.4972 2.7814 -7.8077 0.11 0.10 0.18
H 7.9554 1.0361 -8.3225 -0.07 -0.02 -0.07
H 6.3756 0.9054 -9.0992 0.03 0.03 0.08
H 6.5606 0.5371 -7.3688 -0.06 0.07 -0.06
```
Positions in Å, forces in eV/Å.

Results
Charge ... +1
HOMO-LUMO gap ... 6.222 eV
Calculated total energy ... -4501.81919 hartree

Results of the Mulliken charge analysis, in e, for atoms 1 through 8:
1. N -0.642
2. C 0.345
3. O -0.419
4. C -0.440
5. C -0.756
6. C 0.553
7. C -0.240
8. Br -0.067

---

DFT (the ωB97M-V functional and the def2-TZVPD basis) results for a structure of composition C33H58N3O15P2 at a distorted geometry.

The geometry in XYZ format:
```
111
Properties=species:S:1:pos:R:3:forces:R:3
C 1.8797 -4.7717 -0.8053 0.72 0.26 -0.44
O 1.7888 -4.7076 0.6037 -0.42 0.24 -0.35
C 0.4668 -4.7372 1.1083 -0.42 -0.60 0.89
C 0.1093 -3.4245 1.8208 0.76 -0.04 -1.17
C -0.1032 -2.3428 0.7436 0.11 -0.23 0.34
C -0.6293 -1.0046 1.3109 -0.46 -0.53 -0.59
C -0.1048 0.2330 0.5227 0.13 -0.58 1.23
C 0.7992 1.1131 1.4698 -1.02 -0.61 -2.51
C 2.0137 1.6135 0.7028 0.77 0.49 0.91
C 3.3343 1.3745 1.4689 0.27 -0.58 0.45
O 3.3550 0.9591 2.6090 -0.15 0.38 -0.87
C 4.5702 1.6582 0.6469 -1.24 -0.09 1.01
C 4.8778 2.9826 0.4513 -0.23 0.48 0.09
C 5.9721 3.3069 -0.3146 -0.23 0.83 0.11
C 6.7194 2.2948 -0.8592 1.17 0.42 -0.85
C 6.4083 0.9798 -0.6559 -0.06 -1.11 -0.11
C 5.3139 0.6349 0.1072 -0.37 -0.66 0.05
N -0.2054 2.1756 1.8687 0.19 0.54 1.10
C 0.3789 3.3617 2.5816 1.09 0.76 0.84
O 1.1407 2.8539 3.6468 0.18 -0.13 -0.79
N 0.3187 2.7845 4.8426 -0.65 -0.53 0.34
O 0.2256 1.6851 5.1911 0.21 0.44 0.20
C -1.3405 2.3691 0.8631 -0.29 -1.49 -0.17
P -1.5480 4.1505 0.2465 -0.81 2.26 2.65
O -2.5658 4.1355 -0.9960 1.24 -0.60 -0.47
O -0.0905 4.7978 -0.1443 -0.39 -1.06 -0.93
P -2.8848 2.2370 1.9223 -2.66 0.67 -2.91
O -3.9844 2.4850 0.9936 0.16 0.21 -0.19
O -2.9182 3.3486 3.0632 1.32 -1.04 0.89
O -3.0446 0.7656 2.5420 1.21 1.37 1.34
C -1.1538 1.1692 -0.1654 0.86 0.52 0.06
C -0.4569 1.8415 -1.3952 0.45 -0.81 -0.75
N 0.1261 0.8452 -2.3203 -0.12 0.34 0.42
C -2.4535 0.5235 -0.6841 0.10 -0.40 -0.12
C -2.2490 -0.8442 -1.3855 -0.55 0.16 -0.09
C -2.8495 -0.8809 -2.8039 0.16 -0.63 0.16
C -2.2922 -2.1067 -3.5347 0.13 0.23 0.18
O -2.2282 -1.8993 -4.9552 0.69 -0.19 0.14
C -1.2398 -2.7424 -5.4620 -0.79 -1.05 -0.38
C 0.1617 -2.1772 -5.5443 -0.25 0.49 -0.21
O -1.5357 -3.8480 -5.8417 0.47 1.02 0.34
H 0.9843 -4.4008 -1.3154 -0.05 -0.14 0.16
H 2.7103 -4.1309 -1.1265 -0.08 -0.02 0.16
H 2.1275 -5.7776 -1.1656 -0.30 -0.03 0.17
H 0.4055 -5.5747 1.8167 0.04 0.13 -0.01
H -0.2739 -4.9627 0.3302 0.18 0.10 -0.09
H 1.0212 -3.1586 2.3693 -0.35 0.06 0.39
H -0.7473 -3.5527 2.4859 0.04 0.03 -0.03
H -0.7763 -2.7441 -0.0209 -0.09 0.17 0.13
H 0.8620 -2.2248 0.2336 -0.06 0.19 0.15
H -1.7206 -1.0668 1.2692 0.09 0.17 0.16
H -0.3585 -0.9972 2.3741 0.02 0.36 -0.09
H 0.5756 -0.1984 -0.2095 -0.27 0.26 -0.28
H 1.0369 0.5452 2.3646 0.45 0.33 0.00
H 2.1561 1.1182 -0.2599 -0.24 -0.08 0.11
H 1.9874 2.6866 0.4695 -0.05 -0.11 0.03
H 4.2561 3.7474 0.9082 0.11 0.08 -0.07
H 6.1963 4.3522 -0.4888 0.20 -0.09 -0.04
H 7.5723 2.5293 -1.4874 -0.03 0.09 0.07
H 6.9844 0.1833 -1.1122 0.13 0.15 -0.01
H 4.9761 -0.3959 0.2903 0.59 0.68 -0.34
H -0.6790 1.6898 2.6363 0.17 -0.11 0.00
H -0.3734 4.0449 2.9819 -0.33 -0.27 -0.33
H 1.0576 3.9381 1.9578 -0.21 -0.27 -0.33
H -3.0475 4.9736 -0.9841 -0.27 -0.16 -0.05
H 0.2066 4.5902 -1.0469 0.18 0.07 0.09
H -2.6426 4.2088 2.6955 -0.21 0.03 -0.15
H -3.2204 0.8735 3.4952 -0.07 -0.57 -0.02
H -1.1906 2.4088 -1.9764 -0.02 0.18 0.45
H 0.3674 2.4934 -1.0853 -0.31 0.08 0.18
H -0.2428 0.9705 -3.2530 0.14 -0.08 -0.04
H 1.1304 0.9576 -2.3381 -0.01 -0.14 -0.32
H -2.8788 1.2237 -1.4077 -0.20 0.01 0.27
H -3.2107 0.3904 0.0870 0.16 0.17 0.02
H -1.1978 -1.1217 -1.4345 -0.07 0.12 -0.03
H -2.7710 -1.6122 -0.8026 0.25 -0.01 0.04
H -2.6511 0.0486 -3.3433 0.11 -0.17 -0.09
H -3.9335 -1.0139 -2.7465 0.03 0.41 -0.01
H -1.2772 -2.3226 -3.1642 -0.07 0.12 -0.06
H -2.8948 -2.9962 -3.3149 0.03 0.07 -0.15
H 0.2392 -1.1703 -5.1310 -0.12 -0.15 0.11
H 0.8987 -2.8277 -5.0758 -0.15 -0.12 -0.09
H 0.3851 -2.0957 -6.6120 0.13 -0.14 0.11
O 4.1644 -1.6291 1.3566 -0.28 -0.51 0.12
C 4.8573 -2.1507 2.1960 -0.27 -0.32 0.28
O 6.0872 -2.5465 1.8606 0.18 0.30 -0.32
C 7.0628 -3.0048 2.8073 0.17 -0.27 0.22
C 6.9024 -4.4807 3.1027 -0.22 -0.05 -0.04
C 4.3316 -2.4342 3.5779 0.11 0.40 0.29
H 7.0458 -2.3929 3.7099 -0.12 0.00 -0.01
H 8.0290 -2.8310 2.3366 -0.11 0.09 -0.15
H 5.9371 -4.6959 3.5619 0.04 0.02 0.08
H 7.6880 -4.8227 3.7762 0.01 0.02 -0.01
H 6.9537 -5.0588 2.1800 0.08 0.03 0.00
H 3.7852 -3.3771 3.5606 0.03 -0.02 -0.03
H 3.6507 -1.6305 3.8525 -0.10 -0.06 -0.16
H 5.1001 -2.4718 4.3458 0.02 -0.18 -0.05
O -4.9601 2.2686 -2.0331 0.03 -0.05 -0.20
C -6.1006 2.0056 -1.7519 -0.21 0.25 0.32
O -6.9485 1.6629 -2.7364 0.23 -0.22 -0.28
C -8.2669 1.1544 -2.5084 -0.31 0.05 0.06
C -9.2734 2.2706 -2.3255 0.09 0.16 0.09
C -6.6191 2.1325 -0.3382 -0.06 -0.69 0.13
H -8.2733 0.4470 -1.6778 0.05 0.07 0.05
H -8.5173 0.5829 -3.4011 0.18 0.04 -0.05
H -9.0460 2.8754 -1.4472 -0.04 -0.07 0.05
H -10.2791 1.8650 -2.2135 0.01 -0.01 -0.02
H -9.2575 2.9381 -3.1873 -0.03 -0.08 -0.05
H -6.9041 3.1677 -0.1539 0.00 0.00 -0.01
H -5.8200 1.8575 0.3465 -0.04 0.28 -0.20
H -7.4606 1.4778 -0.1193 -0.17 0.19 -0.14
```
Positions in Å, forces in eV/Å.

Results
Charge ... +1
HOMO-LUMO gap ... 7.757 eV
Calculated total energy ... -3267.52758 hartree

Results of the Mulliken charge analysis, in e, for atoms 1 through 8:
1. C -0.631
2. O -0.351
3. C -0.846
4. C -0.481
5. C -0.848
6. C -0.858
7. C -0.840
8. C -0.390